(1)
A cluster of 2 separate species, C11H23N4O6S2 in total at a distorted geometry. Source: the OMol25 dataset; level of theory: ωB97M-V/def2-TZVPD.

The geometry in XYZ format:
```
46
Properties=species:S:1:pos:R:3:forces:R:3
N 4.437419 -2.757390 -0.158499 -1.62 4.51 -3.61
C 4.021949 -1.731264 -1.011126 1.87 -3.30 3.04
N 3.954605 -2.090458 -2.489683 0.35 1.45 1.53
N 3.730494 -0.370948 -0.416815 -0.01 -1.19 -1.94
C 2.466364 0.253893 -0.967324 -1.30 0.89 0.10
C 2.695883 1.624383 -1.842618 1.10 0.11 -0.45
C 1.792953 2.904622 -1.341585 0.55 -0.37 0.55
C 0.184111 2.612901 -1.230468 0.25 0.98 1.42
S -0.661785 2.176660 -2.843001 -0.46 1.48 -5.61
O -0.799962 3.523821 -3.653121 0.13 -3.83 3.60
O 0.122755 1.207309 -3.758893 -1.86 2.11 3.76
N -2.291247 1.680954 -2.458087 2.26 -2.03 0.59
S -2.429601 -0.044365 -2.231522 1.57 -1.15 -3.20
O -3.108838 -0.622143 -3.502818 1.65 1.47 4.26
O -1.125141 -0.760913 -1.808786 -3.86 2.10 -0.67
C -3.668596 -0.364878 -0.812078 0.19 -1.27 0.98
C -3.653537 -2.026759 -0.622793 1.61 -1.37 4.58
O -3.348108 -2.592312 0.549415 -1.98 3.41 -6.92
H 4.487444 -2.411643 0.826290 -0.29 0.21 -1.13
H 3.145226 -1.642119 -2.971696 1.00 -0.22 0.68
H 4.847716 -1.797041 -2.974493 -1.46 -0.34 0.92
H 4.573453 0.234744 -0.543715 -1.11 -0.67 -0.03
H 1.775652 0.561501 -0.044295 1.49 -0.82 -1.92
H 1.870805 -0.553665 -1.576219 1.00 1.71 1.17
H 3.833562 1.945189 -1.677394 -2.28 -0.59 -0.25
H 2.615514 1.417640 -3.015372 -0.21 0.51 2.70
H 2.161861 3.149785 -0.232352 -0.91 -0.57 -2.25
H 2.069664 3.876390 -1.968854 -0.96 -2.25 1.11
H -0.111442 1.801711 -0.424872 0.83 1.39 -1.85
H -0.312311 3.628672 -0.848308 0.82 -2.28 -1.16
H -4.747860 -0.001990 -1.082438 2.20 -0.60 0.37
H -3.235957 0.081100 0.185724 -0.89 -0.79 -2.05
H -3.870862 -2.682512 -1.575677 0.39 1.26 1.80
C -0.920472 -1.342770 4.268755 0.55 0.02 0.34
C -2.376828 -1.011857 4.469397 -0.58 -0.34 0.17
C -2.563327 0.170991 3.544341 0.03 0.36 -0.30
O -1.644590 -0.002414 2.456693 -0.08 -0.05 0.43
C -0.730230 -1.054189 2.795733 0.05 -0.23 -0.59
H -0.661833 -2.369739 4.538793 -0.01 0.11 -0.07
H -0.299948 -0.663952 4.865825 -0.02 -0.09 -0.03
H -2.997422 -1.850750 4.132944 0.04 0.12 0.04
H -2.638128 -0.787640 5.506684 0.01 0.02 -0.10
H -2.313113 1.111576 4.046394 -0.09 0.04 0.08
H -3.583557 0.243108 3.156538 0.12 0.02 -0.07
H -0.984081 -1.927200 2.184632 0.07 0.03 0.02
H 0.291347 -0.746040 2.556741 -0.13 0.06 -0.07
```
Positions in Å, forces in eV/Å.

Computed properties:
Kohn-Sham gap = 8.669 eV
Multiplicity = 1
Calculated total energy = -51689.84140 eV
Lowest unoccupied orbital energy = 0.0998 hartree
HOMO level = -5.952 eV
Net charge = -1

***

(2)
A structure of composition C11H23N5O3S at a distorted geometry. Source: the OMol25 dataset; level of theory: ωB97M-V/def2-TZVPD.

The geometry in XYZ format:
```
43
Properties=species:S:1:pos:R:3:forces:R:3
C -0.863332 0.602807 -0.233095 0.27 -0.61 3.15
C 0.018531 -0.735182 -0.443546 -3.84 1.06 0.99
C -0.739928 0.874601 1.352394 3.49 0.24 -1.44
C -1.940013 1.673091 1.849036 2.45 0.17 4.09
C -1.895216 3.098129 1.356941 1.05 1.05 4.88
C -2.757667 4.947631 2.639581 -1.62 5.59 -1.73
C 1.634591 -1.399403 -1.991971 -0.45 0.70 -0.61
C 0.472317 -2.244789 -2.541761 0.93 -3.24 -0.84
C 2.624850 -2.195658 -1.132881 -2.92 -0.27 1.09
C 3.612108 -3.009167 -1.861644 0.92 -0.36 -1.72
C 3.503454 -5.447091 -0.627429 -0.26 -2.82 -0.03
H -2.507044 0.814011 -1.663082 0.74 -1.25 4.37
H -2.206388 -0.715998 -0.559692 -1.67 4.28 0.31
H -0.284322 1.445907 -0.680229 -1.24 -0.29 -0.07
H 0.324785 1.615558 1.155790 -2.79 -2.08 2.01
H -0.496433 -0.136751 1.999412 -0.63 2.74 -1.78
H -2.847645 1.206438 1.520318 -0.49 -0.28 0.62
H -1.682866 1.710840 2.990407 -1.45 -0.48 -1.48
H -1.927175 2.822168 0.419649 -0.03 0.37 -5.60
H -0.901966 3.578103 1.717898 -1.57 -0.67 -1.13
H -3.462086 4.483705 0.621292 1.38 -2.06 5.03
H -3.853328 6.311455 1.519559 1.42 -1.04 3.20
H -1.822399 5.338857 4.390321 0.03 -1.13 -0.49
H -1.825371 3.644178 3.588405 1.02 2.23 1.77
H 0.718028 0.712837 -1.577249 1.47 -2.63 -0.33
H 2.053644 -0.820173 -2.803210 0.75 -0.80 -0.84
H 2.919882 -1.413192 -0.486649 1.47 0.38 0.95
H 1.992193 -2.890751 -0.479015 0.74 0.92 -0.83
H 4.492388 -2.431118 -2.236458 -1.25 0.13 -0.60
H 3.007652 -3.581176 -2.674548 1.70 0.78 1.16
H 4.118235 -6.384174 -0.388576 -0.68 1.46 0.17
H 2.860835 -5.866212 -1.466862 0.99 1.32 0.32
H 2.815906 -5.228935 0.174380 -0.19 -0.26 0.41
H -0.098788 -4.048129 -3.146634 1.97 1.27 1.32
N -2.325219 0.541848 -0.469272 1.21 -4.51 -5.99
N -3.069213 3.944123 1.744831 0.18 0.45 -5.21
N -3.332534 6.159041 2.514919 0.48 -1.81 -1.41
N -1.718873 4.719918 3.567701 -2.29 -2.30 -1.23
N 1.033538 -0.263988 -1.256810 -1.37 -2.24 1.44
O -0.416032 -1.860805 0.020172 2.87 4.17 -2.43
O -0.562829 -1.848821 -2.937630 -1.27 1.30 -0.37
O 0.724089 -3.653430 -2.664189 -1.41 1.22 -0.63
S 4.609644 -4.070304 -0.820573 -0.13 -0.69 -0.48
```
Positions in Å, forces in eV/Å.

Computed properties:
Kohn-Sham gap = 8.626 eV
Multiplicity = 1
Calculated total energy = -36200.96479 eV
Lowest unoccupied orbital energy = 0.0035 hartree
Energy above the lowest of the compared OMol25 structures with the same formula, charge and spin = 207.0 kcal per mole
HOMO level = -8.531 eV
Net charge = 0

***

(3)
A cluster of 2 separate species, C11H23N5O5PS in total at a distorted geometry. Source: the OMol25 dataset; level of theory: ωB97M-V/def2-TZVPD.

The geometry in XYZ format:
```
46
Properties=species:S:1:pos:R:3:forces:R:3
C -2.349345 1.117378 1.590468 0.22 0.06 -0.75
C -1.895119 0.944964 0.084789 0.23 -0.11 1.23
S -2.255924 -0.796941 -0.367219 0.14 -0.18 0.12
C -0.855149 -1.491247 -1.326517 -0.85 -0.05 0.24
N -1.082237 -1.271191 -2.760900 0.91 0.26 0.25
O -1.853788 -2.213186 -3.387586 -0.13 -0.32 -0.14
C -0.652028 -0.273947 -3.518992 -0.25 -0.11 -0.95
N -0.978389 -0.151374 -4.845949 0.75 1.41 0.52
C -0.389178 0.998930 -5.237870 0.75 -0.78 0.89
P -0.536759 1.717866 -6.969393 -2.15 0.57 -0.73
O -1.957376 2.033800 -7.233159 0.43 -0.31 0.29
N 0.311135 1.562075 -4.226171 -0.37 0.75 -2.32
C 1.098898 2.810854 -4.232508 0.54 -0.29 1.17
N 0.148762 0.761016 -3.137937 -0.32 -0.26 0.13
N 0.787973 1.108662 -1.944188 0.72 -0.98 0.68
C 1.953839 0.599763 -1.945327 0.25 1.12 -1.78
O 3.049487 0.328025 -2.160162 -0.71 -0.29 1.13
H -3.159883 0.411746 1.845741 0.43 0.36 -0.02
H -1.462130 0.933756 2.221271 -0.67 -0.01 -0.03
H -2.718094 2.147272 1.742561 0.24 -0.47 0.03
H -2.417154 1.688118 -0.540126 0.38 -0.57 -0.06
H -0.799441 1.063101 0.080966 -0.55 0.24 -0.39
H 0.139944 -1.181457 -0.975394 -0.48 0.15 -0.36
H -0.911866 -2.587391 -1.174189 -0.07 0.64 -0.16
H -2.701692 -1.807863 -3.648094 0.19 0.10 0.24
H 0.003040 0.805866 -7.909936 0.42 -0.01 0.70
H 0.214442 2.918896 -7.049910 0.52 -0.67 0.37
H 2.153172 2.543745 -4.028640 -0.45 0.27 -0.12
H 1.057162 3.305201 -5.210988 -0.29 -0.36 0.49
H 0.729656 3.459546 -3.416005 0.18 -0.18 -0.61
C 2.046240 -2.779359 5.923656 0.10 0.00 0.08
O 2.466026 -1.500236 5.470365 -0.24 -0.13 -0.13
C 2.200474 -1.290400 4.094055 0.23 0.35 0.23
C 0.965046 -0.431301 3.891486 -0.19 -0.34 -0.17
O -0.211231 -1.103627 4.315372 0.13 0.14 0.13
C -0.665401 -0.664574 5.588864 -0.10 -0.04 -0.04
H 2.067718 -2.773093 7.012564 0.06 0.06 -0.04
H 1.031259 -3.014405 5.595171 0.02 0.01 -0.03
H 2.736758 -3.548759 5.564090 -0.07 -0.06 -0.01
H 2.101839 -2.243735 3.564897 -0.09 0.01 0.01
H 3.066006 -0.762652 3.678613 -0.01 -0.01 -0.05
H 0.846925 -0.229474 2.819607 0.06 0.03 -0.03
H 1.071519 0.530167 4.404901 0.06 -0.06 0.04
H -1.129486 0.323104 5.500567 0.02 0.03 0.09
H 0.147903 -0.623956 6.316389 0.01 0.02 -0.03
H -1.413551 -1.373683 5.940768 0.00 0.01 -0.09
```
Positions in Å, forces in eV/Å.

Computed properties:
Kohn-Sham gap = 6.981 eV
Multiplicity = 1
Calculated total energy = -49579.14236 eV
Lowest unoccupied orbital energy = -0.1512 hartree
HOMO level = -11.095 eV
Net charge = +1

***

(4)
A structure of composition C11H23NO7V at a distorted geometry. Source: the OMol25 dataset; level of theory: ωB97M-V/def2-TZVPD.

The geometry in XYZ format:
```
43
Properties=species:S:1:pos:R:3:forces:R:3
V -0.047265 0.798420 -0.446003 2.51 0.58 0.20
C 1.415305 4.471430 -2.848353 0.64 -0.03 0.42
C 1.437305 3.466240 -1.696813 2.76 -1.79 3.12
O 0.566315 2.598620 -1.553063 -3.78 -0.76 -1.32
O 2.442005 3.349570 -0.933723 0.16 2.50 -1.67
H 0.459625 4.883010 -3.172963 -0.16 -0.41 0.07
H 1.907225 3.891050 -3.628913 -0.18 0.23 -0.46
H 2.083265 5.290540 -2.581903 0.02 0.04 -0.04
C -3.798755 1.183240 -2.285913 -0.16 -1.21 1.26
C -2.543835 0.878270 -1.463023 0.91 -0.34 -0.46
O -2.331755 1.148890 -0.262243 -0.98 0.87 0.78
O -1.644955 0.355600 -2.148353 1.03 -0.53 -0.66
H -3.950795 0.291870 -2.894553 0.49 0.40 -0.80
H -3.564235 2.107230 -2.814433 -0.66 -0.14 -0.12
H -4.699985 1.106230 -1.677673 -0.12 1.18 0.27
C 3.085095 -2.009020 -2.406423 -0.77 -0.03 -0.28
C 1.870875 -1.095520 -2.034473 -0.16 0.52 0.81
O 2.037885 -0.149800 -1.024793 -0.99 -1.10 -1.08
H 3.749065 -2.235480 -1.572183 0.26 0.50 -0.05
H 3.545385 -1.625640 -3.317063 0.84 0.44 0.42
H 2.753915 -2.981420 -2.770903 -0.51 -0.42 0.12
H 0.984745 -1.717740 -1.909133 -0.41 -1.13 1.07
H 1.494375 -0.728170 -2.989153 0.46 1.12 -0.92
C 0.499755 0.460760 3.636547 -1.23 0.84 -0.88
C 0.725045 1.711110 2.685937 1.39 -0.59 -1.40
O 1.160025 1.492060 1.385467 -1.78 -1.12 0.41
H 0.193545 0.797060 4.627117 0.76 0.18 0.61
H 1.269565 -0.310500 3.610947 0.22 0.28 0.13
H -0.448315 0.004960 3.351037 -0.06 -0.47 -0.62
H 1.509185 2.337000 3.111937 0.34 0.26 0.91
H -0.168895 2.333910 2.718977 -0.82 0.08 0.26
C -2.363585 -2.270740 1.335877 -0.17 -0.54 -0.46
C -0.936305 -1.968350 1.209707 0.66 1.82 -0.70
O -0.673995 -1.056430 0.423227 0.67 -1.21 0.75
N -0.008515 -2.549540 2.012637 0.31 0.78 -1.48
C -0.224755 -3.583710 2.968027 0.32 0.12 0.35
H -2.683975 -1.590250 2.124797 -0.65 -0.44 0.15
H -2.514675 -3.343250 1.458337 -0.55 0.11 0.54
H -2.737405 -1.945180 0.365117 -0.47 -0.01 0.31
H 0.902115 -2.281280 1.667837 0.41 0.01 0.51
H -0.650365 -3.192590 3.892137 -0.62 0.02 -0.04
H 0.734595 -3.954910 3.328547 0.06 -0.31 -0.49
H -0.833855 -4.367560 2.517827 0.04 -0.29 0.44
```
Positions in Å, forces in eV/Å.

Computed properties:
Kohn-Sham gap (alpha / beta) = 4.096 / 4.723 eV
Multiplicity = 4
Calculated total energy = -53289.49346 eV
Lowest unoccupied orbital energy (alpha / beta) = 0.1674 / 0.1673 hartree
Energy above the lowest of the compared OMol25 structures with the same formula, charge and spin = 0.0 kcal per mole
HOMO level (alpha / beta) = 0.459 / -0.172 eV
Net charge = -2

***

(5)
A cluster of 3 separate species, C11H24BrF3N2O5PS in total. Source: the OMol25 dataset; level of theory: ωB97M-V/def2-TZVPD.

The geometry in XYZ format:
```
48
Properties=species:S:1:pos:R:3:forces:R:3
C -0.180402 0.450746 3.610089 0.11 0.00 0.04
C -0.136001 1.204862 2.272460 0.10 -0.08 0.23
P -1.459591 0.721975 1.078857 -0.26 0.13 0.30
C -1.865449 -1.008759 1.485550 -0.12 -0.09 -0.38
S -0.339397 0.490841 -0.855570 0.29 0.21 -0.15
C -0.470246 -1.196033 -1.469425 -0.24 -0.29 -0.18
C -1.886622 -1.387730 -2.051499 0.00 -0.10 0.30
C -2.431682 -2.810186 -1.862512 0.14 -0.03 -0.09
Br -1.831247 -0.898339 -3.924510 -0.08 0.15 -0.16
C 1.414073 0.957384 -0.688016 0.08 0.08 0.00
C 2.637702 0.063933 -0.334712 0.29 -0.07 -0.23
O 3.408911 -0.141167 -1.502436 0.00 0.19 0.15
C 2.470597 -1.344817 0.249607 -0.72 -0.16 -0.26
F 1.421022 -1.408632 1.104946 0.09 0.21 0.09
F 2.222858 -2.262577 -0.707973 0.19 0.30 0.27
F 3.561149 -1.697653 0.909252 0.02 -0.07 -0.06
H -0.092410 -0.630027 3.488047 0.01 0.08 -0.07
H -1.087606 0.677336 4.171640 0.06 -0.01 -0.02
H 0.676035 0.770899 4.210039 -0.20 0.05 -0.01
H 0.859852 1.093318 1.850227 0.03 -0.03 -0.08
H -0.299598 2.271296 2.459612 0.14 -0.11 -0.07
H -2.083517 -1.032806 2.554524 -0.04 -0.01 -0.04
H -1.100808 -1.746839 1.255296 0.08 -0.01 0.18
H -2.783712 -1.252053 0.943867 0.09 -0.09 0.12
H 0.280832 -1.282777 -2.255324 0.04 -0.01 0.10
H -0.256099 -1.915811 -0.687950 0.03 0.02 0.12
H -2.575596 -0.668492 -1.600426 0.07 -0.08 -0.02
H -2.256666 -3.418156 -2.751847 -0.01 0.06 0.11
H -3.504339 -2.785083 -1.667796 0.07 -0.01 -0.12
H -1.947525 -3.315273 -1.023038 -0.06 0.10 0.03
H 1.359342 1.809941 -0.005170 0.01 -0.11 -0.07
H 1.639853 1.375611 -1.673565 -0.05 -0.11 0.09
H 3.220782 0.605002 0.419905 -0.15 -0.03 -0.04
H 4.132981 0.494272 -1.534403 0.01 -0.06 -0.02
C 2.436351 -1.990835 -4.167083 0.00 0.03 0.07
N 1.901323 -1.705981 -5.526433 -0.01 -0.01 0.12
O 1.425069 -0.606250 -5.715271 -0.07 0.17 -0.02
O 1.969954 -2.594954 -6.339647 0.01 -0.13 -0.12
H 2.314044 -1.098308 -3.567222 0.04 0.01 0.02
H 1.878147 -2.834292 -3.769850 0.03 -0.05 -0.03
H 3.484654 -2.254172 -4.266740 0.00 -0.06 -0.04
C -2.712844 5.093580 3.791120 -0.07 0.03 0.10
N -1.800652 4.003385 4.234356 -0.13 0.06 0.00
O -2.285615 3.040427 4.786171 -0.08 -0.15 -0.02
O -0.618156 4.144587 4.002371 0.19 0.01 -0.13
H -3.724307 4.821108 4.064575 0.00 -0.01 0.01
H -2.390766 6.002779 4.289031 0.03 0.02 -0.02
H -2.594673 5.194719 2.716877 0.03 0.02 -0.01
```
Positions in Å, forces in eV/Å.

Computed properties:
Kohn-Sham gap = 9.865 eV
Multiplicity = 1
Calculated total energy = -123320.58316 eV
Lowest unoccupied orbital energy = -0.1195 hartree
Energy above the lowest of the compared OMol25 structures with the same formula, charge and spin = 0.0 kcal per mole
HOMO level = -13.117 eV
Net charge = +1